Record 1
The following is a quantum chemistry calculation of a structure of composition C30H29F3N7O2OsS3, from the OMol25 dataset.

Last column: Löwdin charge in e.
Element x y z (Å)
Os1 0.842 0.346 -0.854  1.33
N1 3.710 0.051 0.957  0.22
C1 3.257 1.299 0.853  -0.39
N2 3.837 2.221 1.589  0.21
C2 3.428 3.480 1.428  -0.38
N3 3.967 4.429 2.162  0.25
N4 2.477 3.866 0.518  0.23
C3 1.930 2.911 -0.146  -0.26
N5 2.218 1.567 -0.017  -0.04
C4 0.927 3.231 -1.181  -0.18
C5 0.663 4.521 -1.593  0.05
C6 -0.236 4.710 -2.634  0.02
C7 -0.826 3.603 -3.224  0.01
C8 -0.517 2.341 -2.748  -0.08
N6 0.338 2.159 -1.738  -0.07
H1 4.529 -0.089 1.531  0.14
H2 3.455 -0.659 0.298  0.07
H3 4.706 4.206 2.811  0.14
H4 3.708 5.391 2.011  0.14
H5 1.169 5.345 -1.111  0.13
H6 -0.460 5.707 -2.990  0.14
H7 -1.512 3.708 -4.053  0.13
H8 -0.940 1.451 -3.194  0.09
O1 -0.870 -0.710 -1.174  -0.72
S1 -1.819 -0.965 -2.390  1.10
C9 -3.331 -0.014 -1.957  -0.26
C10 -3.218 0.719 -0.632  -0.22
C11 -3.339 -0.133 0.634  -0.20
C12 -2.670 0.520 1.838  -0.28
S2 -0.888 0.253 1.865  1.08
O2 -0.370 1.111 0.662  -0.65
C13 -0.401 1.143 3.300  -0.41
C14 -0.499 2.532 3.349  -0.07
C15 -0.132 3.176 4.517  -0.04
C16 0.315 2.439 5.611  -0.02
C17 0.411 1.057 5.546  -0.04
C18 0.058 0.395 4.378  -0.07
C19 -2.267 -2.658 -2.176  -0.40
C20 -2.118 -3.323 -0.966  -0.08
C21 -2.510 -4.649 -0.893  -0.04
C22 -3.045 -5.285 -2.010  -0.02
C23 -3.172 -4.609 -3.215  -0.03
C24 -2.767 -3.285 -3.312  -0.07
H9 -4.155 -0.725 -2.026  0.12
H10 -3.443 0.708 -2.767  0.10
H11 -4.001 1.482 -0.639  0.14
H12 -2.275 1.263 -0.617  0.07
H13 -2.931 -1.134 0.484  0.09
H14 -4.392 -0.280 0.881  0.14
H15 -2.996 0.074 2.780  0.12
H16 -2.839 1.598 1.896  0.12
H17 -0.855 3.095 2.495  0.12
H18 -0.209 4.253 4.585  0.12
H19 0.585 2.951 6.525  0.13
H20 0.756 0.493 6.402  0.13
H21 0.127 -0.684 4.316  0.11
H22 -1.691 -2.821 -0.106  0.09
H23 -2.408 -5.191 0.037  0.12
H24 -3.354 -6.319 -1.940  0.13
H25 -3.572 -5.112 -4.084  0.13
H26 -2.839 -2.759 -4.257  0.12
F1 4.290 -2.791 -3.113  0.17
C25 3.233 -3.592 -2.934  -0.61
F2 3.629 -4.852 -2.971  0.20
F3 2.376 -3.371 -3.940  0.16
C26 2.562 -3.262 -1.614  -0.07
C27 2.424 -4.185 -0.581  0.08
C28 1.796 -3.803 0.595  0.02
C29 1.309 -2.511 0.725  -0.08
N7 1.444 -1.626 -0.263  -0.14
C30 2.059 -1.998 -1.401  -0.57
S3 2.028 -0.552 -2.449  0.86
H27 2.810 -5.189 -0.705  0.15
H28 1.684 -4.502 1.412  0.13
H29 0.810 -2.172 1.623  0.11

HOMO energy (alpha / beta)	-16.982 / -16.982	eV
net charge	+3
energy relative to the best compared isomer or geometry (same formula, charge and spin)	0.0	kJ/mol
E_LUMO (alpha / beta)	-10.81 / -10.81	eV

---

Record 2
The following is a quantum chemistry calculation of a structure of composition C3H4Cl2F3NaO3S, from the OMol25 dataset.

Last column: Löwdin charge in e.
Element x y z (Å)
Na1 30.920 1.897 26.904  0.52
C1 30.796 2.722 22.666  -0.62
F1 30.116 3.673 22.041  0.15
F2 30.051 1.649 22.822  0.15
F3 31.942 2.333 22.033  0.10
S1 31.448 3.445 24.380  0.49
O1 32.093 4.756 24.235  -0.31
O2 30.285 3.523 25.185  -0.36
O3 32.376 2.449 24.953  -0.38
Cl1 28.693 -1.480 28.821  0.52
C2 29.961 -2.459 27.985  -0.60
C3 31.482 -2.024 28.260  -0.57
Cl2 31.719 -0.288 28.075  0.64
H1 29.753 -2.402 26.916  0.06
H2 29.873 -3.522 28.210  0.07
H3 32.167 -2.461 27.533  0.07
H4 31.761 -2.276 29.283  0.07

HOMO energy	-9.432	eV
E_LUMO	-0.52	eV

---

Record 3
The following is a quantum chemistry calculation of a structure of composition C6H14CoO4, from the OMol25 dataset.

Last column: Löwdin spin population.
Element x y z (Å)
C1 2.513 -0.455 -0.936  0.01
O1 1.448 -1.276 -0.569  0.03
C2 1.366 -1.510 0.858  0.15
C3 0.032 -2.165 1.152  0.03
O2 -0.960 -1.155 1.404  0.15
C4 -1.810 -0.354 -0.115  0.00
C5 -1.549 1.139 -0.051  0.01
O3 -0.205 1.366 0.361  0.13
C6 0.264 2.683 0.147  0.05
Co1 0.548 0.189 1.897  3.37
H1 2.461 -0.287 -2.021  0.00
H2 2.457 0.529 -0.434  0.01
H3 3.488 -0.919 -0.699  0.00
H4 2.195 -2.192 1.129  0.01
H5 0.117 -2.830 2.030  0.00
H6 -0.319 -2.795 0.308  0.00
H7 -2.734 -0.504 0.471  0.00
H8 -1.032 -0.770 -0.778  0.00
H9 -2.235 1.621 0.665  0.00
H10 -1.692 1.588 -1.046  0.00
H11 1.291 2.727 0.531  0.03
H12 0.240 2.913 -0.928  0.00
H13 -0.354 3.407 0.700  0.01
O4 -3.041 -0.479 -1.638  0.00
H14 -2.491 -0.472 -2.439  0.00

<S²>	6.006
HOMO energy (alpha / beta)	-1.521 / -4.253	eV
multiplicity	5
net charge	-1
E_LUMO (alpha / beta)	3.28 / 3.20	eV

---

Record 4
The following is a quantum chemistry calculation of a cluster of 2 separate species, C3H11N2 in total, from the OMol25 dataset.

Last column: Löwdin spin population.
Element x y z (Å)
C1 -2.168 2.222 -0.215  0.10
N1 -0.968 1.917 0.411  0.73
H1 -2.605 3.261 -0.250  0.04
H2 -2.448 1.369 -0.833  0.02
H3 -0.124 0.173 0.060  0.01
H4 -0.525 2.709 0.718  0.04
C2 2.044 -0.543 -0.201  0.00
N2 0.448 -0.624 -0.318  0.04
C3 -0.112 -1.931 0.365  0.00
H5 2.281 -1.402 0.387  0.00
H6 2.384 -0.381 -1.201  0.00
H7 2.304 0.385 0.400  0.00
H8 0.298 -0.639 -1.349  0.00
H9 0.550 -1.898 1.291  0.00
H10 -0.200 -2.946 -0.104  0.00
H11 -1.161 -1.671 0.840  0.00

<S²>	0.759
HOMO energy (alpha / beta)	-21.289 / -21.280	eV
multiplicity	2
net charge	+2
energy relative to the best compared isomer or geometry (same formula, charge and spin)	440.3	kJ/mol
E_LUMO (alpha / beta)	-11.10 / -14.96	eV

---

Strongest force on any atom values (in eV/Å) by entry order: 0.2 3.9 1.9 9.0.
Calculated total energy values (in hartree) by entry order: -3278.42116 -2122.94255 -1920.50248 -229.53215.